[1]
The following is a quantum chemistry calculation of a 4-piece molecular cluster, C3H11N2O6 overall, from the Open Molecules 2025 dataset.

XYZ file:
```
22
Properties=species:S:1:pos:R:3:lowdin_charge:R:1
O -2.00979 0.88296 -1.88830 0.0021
C -1.57027 1.35075 -0.84159 -0.5128
N -2.34248 1.58626 0.23774 0.1761
C -0.09308 1.65202 -0.63755 -0.1330
N 0.56915 0.63448 0.14482 0.0571
C 0.29705 0.51629 1.53742 -0.7254
O 0.66093 -0.58558 2.04371 -0.0864
O -0.24850 1.48353 2.09272 -0.0390
H -1.86891 1.71088 1.13336 0.0715
H -3.28491 1.23358 0.24341 0.1054
H 0.03917 2.60520 -0.12512 0.1172
H 0.37073 1.70981 -1.62219 0.1193
H 0.73719 -0.24322 -0.32405 0.0937
H 1.57211 -2.58026 0.06321 0.0324
H 0.39590 -1.97994 0.81299 0.0169
O 0.61017 -2.47514 -0.00547 -0.0866
H -0.47504 -1.95850 -1.61026 -0.0171
H -1.18312 -0.78587 -2.30911 -0.0213
O -0.96867 -1.72529 -2.41288 -0.0927
H 2.28257 -1.10933 1.60607 -0.0056
H 3.37162 -0.56429 0.68404 0.0272
O 3.13818 -1.35834 1.17705 -0.0989
```

The value obtained for the energy above the lowest of the compared OMol25 structures with the same formula, charge and spin is 0.0 kcal per mole. The frontier orbital gap comes out at 0.3459 Eh. Its charge is -1. Its total energy is -18559.2203 eV.

---

[2]
The following is a quantum chemistry calculation of a 2-piece molecular cluster, C3H11N2S overall in a non-equilibrium geometry, from the Open Molecules 2025 dataset.

XYZ file:
```
17
Properties=species:S:1:pos:R:3:lowdin_charge:R:1
C -2.02281 -1.00185 -1.54206 -0.1781
C -2.08909 -0.41995 -0.12790 -0.6273
S -1.52429 1.26169 0.05310 0.7429
H -1.20508 -0.65473 -2.17156 0.0656
H -2.94921 -0.78230 -2.08558 0.0676
H -1.92370 -2.08622 -1.54929 0.0668
H -3.10797 -0.48456 0.25326 0.0612
H -1.40626 -1.08902 0.41335 0.0693
H -2.29119 1.76223 -0.93547 -0.1166
N 1.53219 0.71072 0.02148 -0.0047
C 2.04254 0.15843 1.17418 -0.3708
N 3.35207 0.28006 1.58728 0.0012
H 2.04461 1.45144 -0.42256 0.0707
H 0.53318 0.62351 -0.14094 -0.0631
H 1.47815 -0.66385 1.61858 0.0812
H 3.70004 -0.22416 2.38153 0.0672
H 3.83680 1.15855 1.47260 0.0665
```

The value obtained for the energy above the lowest of the compared OMol25 structures with the same formula, charge and spin is 13.4 kcal per mole. The frontier orbital gap (alpha / beta) comes out at 0.1918 / 0.3562 Eh. Its expectation value of S² is 0.753. As for the multiplicity: 2. Its total energy is -17102.5521 eV.

---

[3]
The following is a quantum chemistry calculation of a 2-piece molecular cluster, C3H11N2S overall in a non-equilibrium geometry, from the Open Molecules 2025 dataset.

XYZ file:
```
17
Properties=species:S:1:pos:R:3:lowdin_charge:R:1
C 0.78849 3.57111 -0.04121 -0.1669
C 1.34627 2.37371 0.72486 -0.5701
S 0.29854 0.88316 0.56904 0.7122
H -0.29142 3.62488 0.10034 0.0651
H 0.94012 3.51121 -1.12270 0.0753
H 1.24859 4.46767 0.35075 0.0744
H 2.34156 2.07915 0.40176 0.0634
H 1.35941 2.65321 1.77589 0.0726
H 0.09089 0.62609 1.86120 -0.1288
N -0.18584 -2.24220 0.14144 0.1720
C -0.89962 -2.32215 -0.93660 -0.1871
N -1.87245 -3.17244 -1.14020 0.1946
H -0.24293 -2.84168 0.95376 0.1486
H 0.47052 -1.45154 0.23973 0.0287
H -0.76931 -1.58847 -1.71345 0.1618
H -2.28878 -3.22766 -2.05596 0.1405
H -2.07763 -3.90944 -0.48040 0.1438
```

The value obtained for the energy above the lowest of the compared OMol25 structures with the same formula, charge and spin is 5.7 kcal per mole. The frontier orbital gap comes out at 0.3399 Eh. Its charge is +1. Its total energy is -17098.7642 eV.

---

[4]
The following is a quantum chemistry calculation of a 2-piece molecular cluster, C3H11N2S overall in a non-equilibrium geometry, from the Open Molecules 2025 dataset.

XYZ file:
```
17
Properties=species:S:1:pos:R:3:lowdin_charge:R:1
C -2.63164 -0.46631 0.10421 -0.1586
C -1.79373 -0.36223 -1.17452 -0.5922
S -0.85727 1.20001 -1.36355 0.6761
H -3.70230 -0.45438 -0.09365 0.0769
H -2.40803 0.35463 0.78130 0.0517
H -2.42373 -1.43237 0.57533 0.0709
H -1.05993 -1.16427 -1.25788 0.0563
H -2.39555 -0.43817 -2.07309 0.0574
H -1.81636 2.00446 -0.89089 -0.1287
N 2.87521 0.55945 -0.29128 0.2178
C 2.03640 0.32447 0.67176 -0.1939
N 2.19972 -0.53222 1.65870 0.1885
H 3.75451 0.08412 -0.42752 0.1499
H 2.61116 1.30344 -0.92898 0.1407
H 1.08593 0.83384 0.67314 0.1026
H 1.40206 -0.98220 2.09385 0.1438
H 3.12356 -0.83226 1.94307 0.1410
```

The value obtained for the energy above the lowest of the compared OMol25 structures with the same formula, charge and spin is 12.4 kcal per mole. The frontier orbital gap comes out at 0.3172 Eh. Its charge is +1. Its total energy is -17098.4770 eV.